{
  "formula": "C53H42O2P4RuS7",
  "method": "ωB97M-V/def2-TZVPD",
  "multiplicity": 2,
  "total_energy_ev": -175326.5568,
  "homo_lumo_gap_ev": [5.4, 5.6],
  "charge": -1,
  "species": ["Ru", "S", "S", "S", "S", "S", "S", "S", "P", "P", "P", "P", "O", "O", "C", "C", "C", "C", "C", "C", "C", "C", "C", "C", "C", "C", "C", "C", "C", "C", "C", "C", "C", "C", "C", "C", "C", "C", "C", "C", "C", "C", "C", "C", "C", "C", "C", "C", "C", "C", "C", "C", "C", "C", "C", "C", "C", "C", "C", "C", "C", "C", "C", "C", "C", "C", "C", "H", "H", "H", "H", "H", "H", "H", "H", "H", "H", "H", "H", "H", "H", "H", "H", "H", "H", "H", "H", "H", "H", "H", "H", "H", "H", "H", "H", "H", "H", "H", "H", "H", "H", "H", "H", "H", "H", "H", "H", "H", "H"],
  "xyz": [[-1.138, -0.665, 0.449], [-5.890, -2.371, 0.086], [-0.917, -0.519, 3.270], [-4.278, 2.074, 1.016], [-4.876, -1.944, -2.605], [-2.456, -0.489, -1.711], [-7.288, -3.640, -2.211], [-3.579, -1.053, 1.395], [-2.448, 2.492, 0.458], [1.878, -0.828, -1.248], [0.271, -2.921, -0.194], [-0.521, 1.244, 2.445], [0.817, -2.276, 1.013], [1.323, 0.203, -0.363], [-2.963, 3.608, 4.598], [0.883, -5.256, -1.694], [3.893, 1.693, -3.659], [-1.446, -3.431, -0.038], [2.448, -6.287, 0.351], [2.025, 0.795, 3.425], [-2.238, 4.778, 4.763], [3.975, 1.020, -4.869], [3.402, -0.233, -5.008], [1.935, 2.190, 1.465], [-1.886, -3.688, 1.268], [1.097, -4.509, -0.538], [3.746, -1.487, 0.659], [-3.810, -4.801, 0.362], [-2.306, 2.733, -1.343], [4.049, 1.652, 2.466], [-2.395, 2.527, 3.953], [-1.090, 2.619, 3.481], [-1.123, 1.418, 0.824], [3.402, 0.910, 3.442], [-0.605, 6.128, 0.841], [4.759, -2.242, 1.221], [-3.908, -1.288, -1.306], [-1.107, 2.465, -1.987], [2.260, -7.013, -0.815], [-3.363, 3.320, -2.025], [1.292, 1.432, 2.433], [0.586, -2.000, -1.785], [-0.937, 4.862, 4.293], [-2.076, 4.234, 0.912], [-3.349, -4.591, -0.929], [2.741, -0.814, -3.942], [-2.172, -3.903, -1.138], [-3.050, 5.017, 1.511], [-3.220, 3.622, -3.366], [3.314, 2.293, 1.480], [-1.571, 6.908, 1.456], [5.210, -3.383, 0.576], [-2.797, 6.351, 1.778], [-6.090, -2.702, -1.609], [3.220, 1.124, -2.596], [3.676, -2.983, -1.227], [2.640, -0.130, -2.738], [-0.358, 3.788, 3.645], [1.859, -5.047, 0.491], [3.198, -1.863, -0.557], [-4.367, -1.509, -0.033], [-0.857, 4.799, 0.560], [4.666, -3.753, -0.645], [-2.019, 3.366, -4.006], [-3.082, -4.349, 1.457], [-0.965, 2.786, -3.321], [1.470, -6.499, -1.833], [-3.999, 4.566, 1.764], [2.714, -7.987, -0.921], [-1.369, 7.948, 1.683], [0.652, 3.852, 3.257], [4.362, 2.660, -3.555], [-2.684, 5.630, 5.256], [-3.561, 6.960, 2.239], [-0.032, 2.590, -3.828], [5.021, -4.640, -1.152], [0.350, 6.559, 0.575], [-2.951, 1.609, 3.794], [5.196, -1.946, 2.162], [4.500, 1.470, -5.699], [3.351, -0.612, 1.154], [3.136, 1.626, -1.641], [-0.112, 4.191, 0.065], [-1.809, -3.696, -2.135], [-0.276, -1.392, -2.106], [1.305, -7.078, -2.731], [3.982, 0.409, 4.204], [-0.306, 1.990, -1.433], [-1.289, -3.343, 2.109], [1.338, 2.666, 0.699], [0.883, -2.683, -2.579], [3.045, -6.694, 1.154], [1.507, 0.193, 4.160], [-0.375, 5.777, 4.415], [-4.288, 3.520, -1.497], [5.129, 1.713, 2.460], [5.985, -3.993, 1.024], [2.310, -1.800, -4.052], [-3.920, -4.957, -1.770], [1.992, -4.454, 1.384], [-3.981, 3.551, 4.956], [3.474, -0.760, -5.950], [-1.909, 3.619, -5.050], [3.829, 2.851, 0.709], [-4.737, -5.333, 0.511], [-3.456, -4.509, 2.457], [-4.040, 4.063, -3.914], [0.257, -4.867, -2.485], [3.276, -3.254, -2.195]]
}

{
  "formula": "C53H44FeGeN2OS4SbSe2",
  "method": "ωB97M-V/def2-TZVPD",
  "relative_energy_kj_mol": 4.98,
  "multiplicity": 6,
  "total_energy_ev": -332179.3093,
  "homo_lumo_gap_ev": [5.3, 5.4],
  "charge": -2,
  "species": ["Sb", "Se", "Se", "Ge", "Fe", "S", "S", "S", "S", "O", "N", "N", "C", "C", "C", "C", "C", "C", "C", "C", "C", "C", "C", "C", "C", "C", "C", "C", "C", "C", "C", "C", "C", "C", "C", "C", "C", "C", "C", "C", "C", "C", "C", "C", "C", "C", "C", "C", "C", "C", "C", "C", "C", "C", "C", "C", "C", "C", "C", "C", "C", "C", "C", "C", "C", "H", "H", "H", "H", "H", "H", "H", "H", "H", "H", "H", "H", "H", "H", "H", "H", "H", "H", "H", "H", "H", "H", "H", "H", "H", "H", "H", "H", "H", "H", "H", "H", "H", "H", "H", "H", "H", "H", "H", "H", "H", "H", "H", "H"],
  "xyz": [[0.448, -0.414, -3.072], [-2.576, 2.113, 1.758], [-2.252, -0.544, -0.934], [-0.544, 1.236, 3.947], [-0.020, 0.497, 0.307], [1.828, -1.010, 0.978], [1.991, 2.149, -0.225], [4.970, 1.800, -0.057], [4.817, -0.872, 1.083], [7.099, 0.379, 0.612], [-1.050, -1.754, 1.208], [-1.101, 2.468, -0.588], [-2.790, 4.322, -1.757], [-2.741, -0.537, 4.782], [-3.217, 0.978, -4.947], [2.370, -1.561, -5.354], [2.063, 0.819, -5.423], [1.773, 1.004, 5.727], [0.631, -2.486, -2.575], [2.309, 1.602, 3.469], [-2.224, 2.826, 0.019], [-1.896, 2.621, 6.213], [0.780, -5.093, -1.596], [3.181, -1.511, -6.481], [-0.437, -4.593, -2.038], [3.115, 1.087, 6.075], [-1.060, 4.057, 4.495], [1.356, 1.243, 4.416], [-0.504, -3.295, -2.521], [1.907, -4.290, -1.629], [1.505, 2.107, -4.872], [-0.578, -1.380, 5.343], [-0.714, -2.400, -5.880], [-1.275, -0.392, -4.394], [-2.087, 5.008, 6.453], [-3.114, 3.742, -0.547], [-2.127, -1.844, 0.427], [-1.584, 3.990, -2.367], [1.854, -2.978, -2.104], [-1.560, -1.215, -5.491], [2.868, 0.862, -6.560], [5.884, 0.438, 0.585], [3.104, -2.140, -2.066], [-1.462, 5.169, 5.221], [-2.890, -3.767, 1.636], [3.654, 1.693, 3.812], [-2.306, 3.730, 6.947], [1.793, -0.417, -4.810], [3.284, -0.102, 0.686], [-1.754, -3.678, 2.434], [-2.119, 0.698, -4.149], [-1.266, 2.763, 4.979], [-0.864, -2.649, 2.175], [-0.879, 1.345, 2.067], [3.426, -0.292, -7.093], [-1.356, -0.365, 4.785], [-0.777, 3.056, -1.743], [4.059, 1.427, 5.112], [-2.539, -2.664, 5.888], [-2.676, -0.932, -6.282], [3.350, 1.141, 0.170], [-3.330, -1.673, 5.322], [-3.500, 0.151, -6.024], [-3.083, -2.850, 0.622], [-1.160, -2.515, 5.896], [4.054, -0.235, -7.974], [-3.466, 5.035, -2.215], [1.906, 2.967, -5.413], [3.425, 0.887, 7.095], [-1.565, -4.374, 3.240], [3.615, -2.423, -6.877], [-1.288, 6.164, 4.826], [-2.996, -3.556, 6.303], [3.787, -2.514, -1.304], [-1.460, -2.887, -2.832], [-1.922, 1.342, -3.298], [0.172, 2.744, -2.168], [-0.153, -2.193, -6.796], [1.762, 2.226, -3.817], [0.413, 2.136, -4.953], [-3.622, -4.552, 1.806], [-3.951, -2.894, -0.022], [5.109, 1.487, 5.377], [3.069, 1.822, -7.026], [-2.895, -1.585, -7.123], [0.503, -1.289, 5.339], [-4.408, -1.787, 5.294], [-0.531, -3.291, 6.320], [-2.076, 1.627, 6.614], [-0.582, 4.193, 3.530], [-1.336, -5.196, -1.985], [2.892, -1.100, -1.800], [-1.276, 4.435, -3.305], [4.378, 1.965, 3.054], [2.177, -2.524, -4.891], [-3.377, 0.223, 4.337], [-4.357, 0.345, -6.659], [2.849, -4.663, -1.240], [0.045, -2.523, 2.754], [-4.027, 3.997, -0.024], [0.844, -6.099, -1.197], [0.001, -2.663, -5.107], [3.625, -2.144, -3.026], [-2.797, 3.594, 7.905], [1.044, 0.749, 6.492], [-2.403, 5.876, 7.023], [-3.849, 1.826, -4.714], [2.005, 1.819, 2.450], [-1.344, -3.276, -6.062]]
}

{
  "formula": "C53H45BrInN6O3",
  "method": "ωB97M-V/def2-TZVPD",
  "relative_energy_kj_mol": 33.89,
  "multiplicity": 2,
  "total_energy_ev": -145990.7343,
  "homo_lumo_gap_ev": [5.1, 7.4],
  "species": ["In", "Br", "O", "O", "O", "N", "N", "N", "N", "N", "N", "C", "C", "C", "C", "C", "C", "C", "C", "C", "C", "C", "C", "C", "C", "C", "C", "C", "C", "C", "C", "C", "C", "C", "C", "C", "C", "C", "C", "C", "C", "C", "C", "C", "C", "C", "C", "C", "C", "C", "C", "C", "C", "C", "C", "C", "C", "C", "C", "C", "C", "C", "C", "C", "H", "H", "H", "H", "H", "H", "H", "H", "H", "H", "H", "H", "H", "H", "H", "H", "H", "H", "H", "H", "H", "H", "H", "H", "H", "H", "H", "H", "H", "H", "H", "H", "H", "H", "H", "H", "H", "H", "H", "H", "H", "H", "H", "H", "H"],
  "xyz": [[-0.129, -0.391, 0.067], [-1.611, -7.416, 2.705], [-1.800, -1.560, -0.217], [1.353, -0.476, -1.364], [-1.045, 3.259, 0.394], [-1.350, 1.011, -1.492], [1.637, 0.614, 1.135], [-0.949, 0.328, 2.401], [-1.667, 1.472, 2.400], [0.829, -2.030, 1.263], [-0.568, 4.413, 0.768], [-5.096, -2.456, 3.470], [3.840, 0.001, 1.911], [-3.790, -2.834, 3.202], [0.644, 5.747, 2.311], [-0.534, -2.718, -4.345], [-0.209, 6.714, 0.316], [3.612, -1.034, -3.150], [0.789, 1.512, -2.583], [-3.175, -2.440, 2.017], [5.014, 1.346, -3.276], [-4.729, -3.039, -1.299], [-3.376, 0.278, -0.341], [-0.917, -5.277, 0.950], [-3.157, -1.272, -0.234], [-2.210, 0.463, 4.264], [0.311, -3.292, 1.586], [-0.526, -2.306, -5.669], [0.731, -0.353, -5.036], [-1.414, 1.940, -3.685], [-2.433, 1.587, 3.500], [-3.722, -2.521, -3.820], [1.421, 0.086, -2.625], [-0.827, -5.746, 2.251], [4.975, -1.046, -3.392], [-3.765, -2.040, -1.439], [-2.797, 1.934, -3.666], [-5.791, -1.696, 2.534], [0.111, -1.117, -6.013], [0.106, 4.535, 1.931], [-0.347, -4.060, 0.622], [0.398, -3.795, 2.888], [3.643, 1.354, -3.030], [2.923, 0.167, -2.973], [-4.721, -3.474, -3.670], [-5.178, -1.320, 1.349], [2.014, -1.658, 1.762], [2.491, -0.341, 1.620], [2.112, 1.844, 0.890], [-3.443, 1.427, -2.556], [-0.170, -5.017, 3.224], [-3.241, -1.830, -2.717], [0.718, -0.756, -3.701], [-0.733, 5.489, -0.031], [3.406, 2.229, 1.136], [5.685, 0.150, -3.461], [-0.711, 1.486, -2.578], [-5.205, -3.744, -2.400], [4.294, 1.263, 1.665], [0.086, -1.944, -3.367], [-1.280, -0.289, 3.527], [-3.854, -1.681, 1.078], [0.495, 6.858, 1.501], [-2.693, 0.936, -1.495], [0.086, -2.260, -2.332], [-1.522, 2.126, 1.616], [0.198, 3.627, 2.508], [-1.028, -3.641, -4.065], [-0.441, -3.667, -0.382], [1.150, 1.972, -1.661], [3.062, -1.966, -3.086], [0.921, 7.812, 1.781], [3.152, 2.306, -2.871], [1.120, 2.107, -3.432], [-0.872, 2.300, -4.549], [1.255, 0.556, -5.320], [-1.007, -2.908, -6.431], [1.393, 2.553, 0.483], [-0.113, -5.389, 4.240], [5.329, 1.520, 1.852], [-1.437, -5.857, 0.199], [-1.290, 5.289, -0.933], [-2.160, -2.736, 1.798], [-4.522, 1.367, -2.509], [-4.440, 0.495, -0.393], [6.751, 0.144, -3.655], [-0.360, 7.551, -0.353], [-5.749, -0.765, 0.613], [-3.363, 2.303, -4.513], [-3.242, -3.445, 3.912], [-3.079, 2.437, 3.656], [5.555, 2.285, -3.320], [-2.402, -1.161, -2.857], [2.664, -2.392, 2.229], [-3.292, -2.325, -4.797], [0.891, -3.203, 3.652], [-5.096, -4.018, -4.530], [-2.995, 0.683, 0.596], [-5.113, -3.291, -0.321], [0.129, -0.792, -7.047], [-2.666, 0.210, 5.207], [4.497, -0.770, 2.295], [-5.576, -2.753, 4.396], [-0.833, -1.242, 3.773], [1.183, 5.802, 3.247], [-6.819, -1.409, 2.722], [-5.954, -4.516, -2.255], [5.488, -1.991, -3.527], [3.731, 3.238, 0.920]]
}

{
  "formula": "C53H45CsN4S5Sb2",
  "method": "ωB97M-V/def2-TZVPD",
  "relative_energy_kj_mol": 76.82,
  "total_energy_ev": -129451.1590,
  "homo_lumo_gap_ev": 4.2,
  "charge": -2,
  "species": ["Cs", "Sb", "Sb", "S", "S", "S", "S", "S", "N", "N", "N", "N", "C", "C", "C", "C", "C", "C", "C", "C", "C", "C", "C", "C", "C", "C", "C", "C", "C", "C", "C", "C", "C", "C", "C", "C", "C", "C", "C", "C", "C", "C", "C", "C", "C", "C", "C", "C", "C", "C", "C", "C", "C", "C", "C", "C", "C", "C", "C", "C", "C", "C", "C", "C", "C", "H", "H", "H", "H", "H", "H", "H", "H", "H", "H", "H", "H", "H", "H", "H", "H", "H", "H", "H", "H", "H", "H", "H", "H", "H", "H", "H", "H", "H", "H", "H", "H", "H", "H", "H", "H", "H", "H", "H", "H", "H", "H", "H", "H", "H"],
  "xyz": [[1.995, -1.436, 1.941], [1.168, 1.460, -2.496], [-2.656, 1.809, -1.608], [5.167, -1.771, 1.833], [7.433, -1.738, -0.101], [8.878, -1.389, -2.703], [5.930, -0.977, -2.364], [3.289, -0.827, -0.996], [-2.082, 0.835, 2.242], [0.076, 1.639, 2.455], [0.064, -2.627, 3.630], [0.865, 2.047, 3.345], [3.112, 2.301, 4.067], [-3.075, 2.570, 4.172], [0.611, -1.519, -2.540], [2.951, 1.916, -3.611], [0.803, -0.666, -4.770], [0.816, -0.449, -3.395], [-3.902, 1.626, 3.577], [4.968, 2.278, 2.544], [-1.563, -1.523, 7.345], [2.240, 2.079, 3.005], [2.139, -6.132, 2.609], [-2.153, 0.985, -3.546], [0.557, -1.935, -5.274], [-5.485, -1.557, -0.961], [4.474, 2.396, 3.837], [-1.417, -2.868, 7.019], [-0.402, -2.317, 4.864], [2.742, 1.954, 1.707], [-4.964, -0.300, -1.245], [0.691, -3.807, 3.363], [0.342, -3.000, -4.405], [2.286, -5.581, 3.879], [-1.332, 1.864, -4.489], [-6.162, 3.440, -3.850], [-4.966, 2.805, -3.536], [-1.132, -0.576, 6.419], [-2.772, -1.086, -0.672], [-5.225, 3.451, -1.250], [4.363, 3.553, -4.697], [-0.570, -0.956, 5.217], [4.101, 2.057, 1.481], [-1.744, 2.613, 3.812], [-3.288, -2.343, -0.392], [-6.424, 4.078, -1.554], [-0.856, -3.263, 5.819], [3.202, 3.228, -4.009], [-1.292, 1.704, 2.856], [-4.648, -2.580, -0.537], [1.274, -5.515, 1.717], [-4.482, 2.794, -2.232], [-0.148, 2.599, -3.855], [7.484, -1.371, -1.771], [1.582, -4.453, 4.255], [5.714, -1.508, 0.212], [-3.357, 0.788, 2.616], [3.902, 0.938, -3.886], [4.993, -1.138, -0.884], [0.567, -4.379, 2.077], [-3.602, -0.054, -1.104], [5.068, 1.262, -4.567], [5.297, 2.567, -4.981], [0.385, -2.796, -3.035], [-6.897, 4.074, -2.859], [5.153, 2.544, 4.667], [-0.253, -0.206, 4.504], [0.550, -2.100, -6.346], [-1.712, -0.907, -0.527], [-2.632, -3.130, -0.044], [2.977, -6.033, 4.583], [2.704, -7.008, 2.316], [-7.832, 4.563, -3.103], [-6.548, -1.736, -1.070], [1.726, -4.024, 5.239], [3.752, -0.074, -3.529], [0.167, -3.994, -4.800], [-1.760, -3.627, 7.716], [0.710, -1.340, -1.479], [-1.047, 3.312, 4.250], [-3.089, 0.664, -4.008], [-5.054, -3.557, -0.311], [1.015, 0.152, -5.451], [-4.864, 3.466, -0.227], [-0.956, 1.231, -5.298], [-6.522, 3.434, -4.872], [-0.121, -3.910, 1.381], [-3.969, 0.047, 2.116], [6.034, 2.330, 2.365], [2.063, 1.762, 0.885], [0.266, -3.626, -2.350], [0.490, 3.015, -4.636], [-5.630, 0.488, -1.577], [4.482, 1.906, 0.480], [1.148, -5.922, 0.719], [-1.237, 0.482, 6.641], [5.809, 0.494, -4.753], [-1.599, 0.073, -3.313], [-0.776, -4.316, 5.579], [4.543, 4.577, -5.001], [-1.991, 2.605, -4.959], [-6.989, 4.573, -0.774], [-2.001, -1.221, 8.289], [-4.414, 2.312, -4.326], [-4.945, 1.536, 3.848], [-3.464, 3.259, 4.911], [2.486, 4.011, -3.781], [-0.514, 3.439, -3.256], [6.211, 2.818, -5.505], [2.699, 2.368, 5.066]]
}